No. 1
Below is a cluster of 12 separate species, C56H96F24O28 in total at a distorted geometry, with properties calculated with ωB97M-V/def2-TZVPD.

XYZ file:
```
204
C56H96F24O28 ωB97M-V/def2-TZVPD
C -0.038 -5.174 4.733
C -1.225 -4.317 4.389
O -2.450 -4.942 4.838
C -3.003 -5.830 4.035
O -2.574 -6.157 2.968
C -4.176 -6.581 4.703
F -4.379 -6.136 5.943
F -5.299 -6.427 4.019
F -3.890 -7.871 4.751
H -0.200 -6.136 4.242
H -0.130 -5.365 5.806
H 0.936 -4.781 4.464
H -1.329 -4.081 3.332
H -1.209 -3.367 4.924
C 4.210 1.863 2.355
C 3.043 1.484 3.229
O 3.337 0.431 4.158
C 3.430 -0.823 3.737
O 3.482 -1.230 2.615
C 3.414 -1.863 4.874
F 2.358 -2.665 4.629
F 4.516 -2.609 4.856
F 3.252 -1.313 6.068
H 4.518 1.004 1.750
H 5.099 2.006 2.975
H 4.049 2.690 1.669
H 2.093 1.399 2.696
H 2.774 2.276 3.933
C -1.094 10.196 -2.789
C -1.983 9.017 -2.424
O -1.207 7.819 -2.535
C -1.807 6.661 -2.293
O -2.975 6.513 -2.105
C -0.843 5.478 -2.282
F 0.319 5.775 -2.874
F -0.600 5.156 -0.994
F -1.359 4.399 -2.869
H -0.982 10.296 -3.869
H -0.114 10.089 -2.328
H -1.564 11.101 -2.406
H -2.866 8.929 -3.052
H -2.207 9.193 -1.370
C -2.534 -3.687 8.554
C -1.179 -3.152 8.192
O -1.368 -2.104 7.238
C -0.353 -1.324 6.916
O 0.785 -1.518 7.223
C -0.715 -0.127 6.003
F -0.083 0.940 6.470
F -0.251 -0.380 4.770
F -2.029 0.071 5.904
H -3.270 -2.928 8.826
H -2.419 -4.404 9.367
H -3.061 -4.187 7.736
H -0.604 -3.946 7.708
H -0.631 -2.884 9.094
C -0.177 -2.052 1.700
C 0.693 -0.844 1.433
O 0.015 -0.048 0.448
C 0.654 0.957 -0.111
O 1.808 1.241 -0.005
C -0.260 1.772 -1.001
F -0.085 3.083 -0.805
F 0.017 1.519 -2.293
F -1.543 1.511 -0.770
H -0.168 -2.674 0.805
H -1.230 -1.823 1.869
H 0.193 -2.682 2.505
H 1.666 -1.145 1.054
H 0.783 -0.236 2.334
C 0.702 -9.222 1.488
C 0.983 -7.735 1.559
O -0.017 -7.075 0.765
C -0.224 -5.788 0.984
O 0.400 -5.142 1.775
C -1.290 -5.271 -0.004
F -2.122 -6.212 -0.391
F -1.975 -4.294 0.618
F -0.703 -4.693 -1.058
H -0.205 -9.477 2.041
H 1.514 -9.796 1.928
H 0.504 -9.466 0.445
H 1.945 -7.546 1.077
H 1.011 -7.356 2.577
C -5.658 -2.866 6.641
C -4.635 -2.273 5.692
O -5.117 -2.362 4.352
C -4.322 -2.092 3.332
O -3.188 -1.721 3.392
C -5.095 -2.174 1.989
F -5.564 -0.958 1.702
F -4.230 -2.532 1.034
F -6.087 -3.058 1.997
H -5.741 -3.940 6.494
H -6.664 -2.444 6.610
H -5.314 -2.586 7.639
H -3.705 -2.829 5.842
H -4.310 -1.258 5.928
C -3.634 1.505 1.334
C -2.305 1.016 1.914
O -1.375 2.109 1.812
C -0.458 2.277 2.736
O -0.281 1.601 3.708
C 0.453 3.488 2.436
F 0.319 3.925 1.197
F 0.223 4.462 3.328
F 1.734 3.107 2.643
H -3.458 2.377 0.707
H -4.342 1.737 2.131
H -4.080 0.747 0.691
H -1.946 0.231 1.243
H -2.380 0.529 2.883
C 2.068 3.840 -6.049
O 1.324 2.748 -6.531
C 1.026 1.878 -5.460
C -0.027 0.864 -5.847
O -1.144 1.533 -6.368
C -2.108 0.654 -6.912
C -3.433 1.315 -7.199
O -3.905 1.889 -5.975
C -5.269 2.338 -6.086
H 1.615 4.333 -5.183
H 2.238 4.572 -6.839
H 3.056 3.488 -5.733
H 0.610 2.451 -4.620
H 1.942 1.404 -5.089
H -0.255 0.240 -4.975
H 0.389 0.181 -6.601
H -2.226 -0.189 -6.226
H -1.730 0.330 -7.892
H -4.189 0.563 -7.449
H -3.377 2.140 -7.917
H -5.957 1.499 -5.971
H -5.281 2.948 -6.989
H -5.413 2.947 -5.195
C 4.213 -0.134 -3.056
O 4.718 -1.190 -2.257
C 4.137 -1.325 -0.979
C 4.352 -2.707 -0.388
O 5.708 -2.984 -0.103
C 6.604 -3.023 -1.202
C 7.944 -3.500 -0.688
O 7.841 -4.704 0.058
C 9.051 -5.069 0.627
H 3.923 0.772 -2.514
H 3.298 -0.519 -3.519
H 4.944 0.223 -3.778
H 3.064 -1.110 -0.946
H 4.633 -0.671 -0.255
H 3.952 -3.531 -0.999
H 3.813 -2.828 0.553
H 6.819 -2.019 -1.572
H 6.179 -3.656 -1.983
H 8.396 -2.728 -0.057
H 8.611 -3.726 -1.527
H 9.075 -5.952 1.263
H 9.489 -4.252 1.219
H 9.843 -5.262 -0.117
C 7.691 1.786 -4.940
O 6.646 2.311 -4.154
C 6.074 3.471 -4.741
C 5.083 4.127 -3.822
O 4.042 3.214 -3.557
C 3.069 3.528 -2.578
C 3.551 3.694 -1.145
O 4.473 4.759 -0.940
C 3.866 6.020 -1.038
H 8.620 2.322 -4.723
H 7.561 1.809 -6.028
H 7.762 0.728 -4.687
H 5.622 3.210 -5.704
H 6.884 4.189 -4.922
H 4.645 4.954 -4.400
H 5.602 4.464 -2.925
H 2.301 2.755 -2.511
H 2.566 4.427 -2.959
H 3.940 2.750 -0.770
H 2.635 3.926 -0.587
H 4.283 6.702 -0.297
H 2.772 6.047 -0.983
H 4.047 6.486 -2.017
C -8.421 2.219 -3.829
O -7.195 2.090 -3.140
C -7.331 2.086 -1.744
C -6.019 1.923 -1.003
O -5.126 0.971 -1.527
C -4.240 1.539 -2.468
C -3.339 0.583 -3.170
O -2.709 -0.295 -2.250
C -1.860 -1.282 -2.782
H -8.925 3.165 -3.617
H -9.056 1.339 -3.717
H -8.118 2.283 -4.875
H -8.149 1.422 -1.433
H -7.715 3.084 -1.460
H -6.193 1.524 0.003
H -5.526 2.863 -0.731
H -3.580 2.280 -1.990
H -4.775 2.187 -3.167
H -2.519 1.070 -3.713
H -3.859 -0.077 -3.882
H -0.961 -1.356 -2.166
H -1.679 -1.115 -3.845
H -2.342 -2.253 -2.616
```

Properties
Energy ... -182171.8914 eV
Energy relative to the best compared isomer or geometry (same formula, charge and spin) ... 46.2 kcal/mol
SMILES ... CCOC(=O)C(F)(F)F.CCOC(=O)C(F)(F)F.CCOC(=O)C(F)(F)F.CCOC(=O)C(F)(F)F.CCOC(=O)C(F)(F)F.CCOC(=O)C(F)(F)F.CCOC(=O)C(F)(F)F.CCOC(=O)C(F)(F)F.COCCOCCOC.COCCOCCOC.COCCOCCOC.COCCOCCOC
E_HOMO ... -9.0 eV
Net charge ... 0


No. 2
Below is a structure of composition C16H28NbPS6 at a distorted geometry, with properties calculated with ωB97M-V/def2-TZVPD.

XYZ file:
```
52
C16H28NbPS6 ωB97M-V/def2-TZVPD
Nb 0.641 -1.463 0.880
S 2.277 -0.659 2.614
S 3.841 -2.000 2.586
S 4.285 -2.217 0.616
S 2.529 -1.880 -0.473
S -1.001 0.169 1.726
C -1.158 -0.264 3.412
C -1.973 0.599 4.163
C -2.267 0.247 5.488
C -1.767 -0.894 6.063
C -0.937 -1.732 5.323
C -0.645 -1.450 3.977
S 0.122 -2.708 3.096
H -2.432 1.499 3.726
H -2.974 0.856 6.031
H -2.007 -1.094 7.104
H -0.553 -2.707 5.699
C -1.521 2.592 -0.947
C -1.340 1.184 -1.582
C -2.497 0.216 -1.305
P 0.294 0.264 -1.304
C 0.740 -0.427 -3.075
C 0.731 0.645 -4.234
C 0.027 -1.703 -3.470
C 1.395 1.800 -1.306
C 1.459 2.468 0.093
C 2.843 1.537 -1.806
H -2.563 2.872 -1.074
H -0.912 3.362 -1.484
H -1.337 2.635 0.138
H -1.347 1.379 -2.691
H -2.278 -0.729 -1.821
H -3.421 0.660 -1.693
H -2.632 0.014 -0.208
H 1.810 -0.677 -2.898
H -0.173 0.454 -4.824
H 1.559 0.442 -4.941
H 0.857 1.641 -3.838
H -1.029 -1.592 -3.644
H 0.169 -2.478 -2.718
H 0.478 -2.018 -4.417
H 0.968 2.547 -1.971
H 2.013 1.832 0.766
H 0.482 2.626 0.556
H 1.934 3.445 -0.092
H 3.400 0.802 -1.178
H 3.342 2.500 -1.775
H 2.884 1.212 -2.829
C -0.424 -3.210 -0.031
H -0.050 -3.592 -0.982
H -1.503 -3.010 -0.164
H -0.338 -3.997 0.718
```

Properties
Energy ... -92897.6950 eV
Energy relative to the best compared isomer or geometry (same formula, charge and spin) ... 4.8 kcal/mol
E_HOMO ... -7.4 eV
Net charge ... 0


No. 3
Below is a cluster of 2 separate species, C14H18F18NO4PS2 in total at a distorted geometry, with properties calculated with ωB97M-V/def2-TZVPD.

XYZ file:
```
58
C14H18F18NO4PS2 ωB97M-V/def2-TZVPD
C 1.120 -2.252 3.183
C 1.088 -0.909 2.438
N -0.157 -0.198 2.792
P -0.480 1.258 1.945
C 0.372 1.233 0.323
C 1.894 1.567 0.455
C 2.642 0.848 -0.668
C 4.170 0.924 -0.550
C 4.756 0.031 0.534
F 3.838 -0.516 1.316
F 5.433 0.894 1.393
C 5.802 -0.970 0.064
F 6.815 -0.290 -0.465
F 6.309 -1.557 1.148
S 5.241 -2.349 -1.233
F 5.164 -3.488 0.056
F 3.550 -1.974 -1.023
F 5.442 -1.243 -2.561
F 6.903 -2.767 -1.390
F 4.830 -3.624 -2.371
S -2.585 1.065 1.359
O -3.461 1.560 2.375
O -2.694 1.820 0.150
C -2.900 -0.753 1.021
F -1.810 -1.206 0.401
F -2.959 -1.371 2.179
C -4.170 -1.064 0.187
F -4.813 -2.113 0.664
F -4.989 -0.035 0.365
C -3.945 -1.181 -1.340
F -5.124 -0.987 -1.917
F -3.148 -0.254 -1.799
C -3.421 -2.597 -1.819
F -4.326 -3.202 -2.532
F -3.003 -3.358 -0.844
F -2.397 -2.415 -2.628
H 0.904 -2.133 4.243
H 0.388 -2.913 2.725
H 2.109 -2.679 3.024
H 1.156 -1.138 1.381
H 1.943 -0.329 2.778
H -0.240 -0.072 3.791
H 0.255 0.286 -0.204
H -0.075 1.990 -0.315
H 2.278 1.346 1.447
H 1.947 2.648 0.333
H 2.390 1.372 -1.593
H 2.269 -0.165 -0.784
H 4.606 0.739 -1.528
H 4.397 1.959 -0.306
O -7.089 3.230 -1.942
C -6.186 4.161 -1.960
C -4.646 3.478 -2.086
O -3.752 4.417 -2.100
H -6.109 4.812 -1.064
H -6.220 4.884 -2.804
H -4.712 2.830 -2.988
H -4.601 2.749 -1.256
```

Properties
Energy ... -104356.5934 eV
Energy relative to the best compared isomer or geometry (same formula, charge and spin) ... 0.0 kcal/mol
E_HOMO ... 0.8 eV
Net charge ... -2


No. 4
Below is a structure of composition C30H27AgN5O3S, with properties calculated with ωB97M-V/def2-TZVPD.

XYZ file:
```
67
C30H27AgN5O3S ωB97M-V/def2-TZVPD
Ag 1.366 1.955 -2.101
C 1.026 -0.291 5.002
O 1.738 0.884 4.626
C 0.971 1.725 3.835
C 0.302 2.795 4.399
C -0.440 3.650 3.593
C -0.495 3.428 2.225
C 0.187 2.361 1.657
C 0.922 1.495 2.459
N 1.664 0.413 1.954
C 1.570 -0.043 0.631
N 2.768 -0.129 -0.004
C 2.922 -0.577 -1.359
C 2.506 0.227 -2.425
C 2.753 -0.289 -3.706
C 3.368 -1.518 -3.912
C 3.753 -2.298 -2.831
C 3.524 -1.821 -1.552
O 3.918 -2.591 -0.469
C 2.832 -3.300 0.109
N 0.490 -0.396 0.045
C -0.711 -0.523 0.749
C -0.886 -1.438 1.777
C -2.120 -1.606 2.399
C -3.199 -0.849 1.988
C -3.056 0.065 0.946
C -1.830 0.219 0.316
O -1.600 1.061 -0.717
C -2.667 1.877 -1.167
H 1.730 -0.937 5.524
H 0.630 -0.806 4.124
H 0.197 -0.038 5.670
H 0.376 2.946 5.469
H -0.963 4.490 4.031
H -1.049 4.097 1.578
H 0.156 2.214 0.585
H 2.545 0.261 2.421
H 3.546 0.346 0.419
H 2.445 0.283 -4.574
H 3.542 -1.875 -4.921
H 4.231 -3.262 -2.956
H 2.449 -4.053 -0.589
H 2.014 -2.627 0.378
H 3.211 -3.795 1.002
H -0.030 -2.031 2.081
H -2.228 -2.326 3.202
H -4.163 -0.959 2.469
H -3.906 0.653 0.629
H -2.282 2.427 -2.020
H -2.970 2.592 -0.397
H -3.523 1.267 -1.471
N -0.460 1.120 -5.114
C -0.926 0.362 -4.386
C -1.511 -0.615 -3.504
C -2.897 -0.772 -3.494
C -3.474 -1.698 -2.641
C -2.672 -2.465 -1.805
C -1.295 -2.306 -1.822
C -0.705 -1.378 -2.666
H -3.508 -0.159 -4.143
H -4.550 -1.813 -2.620
H -3.125 -3.173 -1.122
H -0.668 -2.873 -1.146
H 0.363 -1.217 -2.645
S -1.669 5.569 -0.885
C -0.598 4.436 -1.384
N 0.161 3.629 -1.747
```

Properties
Energy ... -59977.1505 eV
Energy relative to the best compared isomer or geometry (same formula, charge and spin) ... 0.0 kcal/mol
E_HOMO ... -5.2 eV
Net charge ... -1


No. 5
Below is a structure of composition C47H58N9P2S2Yb at a distorted geometry, with properties calculated with ωB97M-V/def2-TZVPD.

XYZ file:
```
119
C47H58N9P2S2Yb ωB97M-V/def2-TZVPD
Yb -0.473 -0.277 0.835
C -2.488 1.805 3.183
C -1.013 2.175 3.063
N -0.139 0.980 3.048
C -0.140 0.201 4.307
C -0.536 -1.290 4.212
N -1.831 -1.695 3.779
C -3.038 -1.030 4.253
C -3.722 -0.291 3.103
N -2.788 0.602 2.397
H -3.085 2.659 2.854
H -2.732 1.623 4.230
H -0.751 2.854 3.882
H -0.841 2.701 2.119
H 0.798 1.352 2.969
H -0.805 0.659 5.041
H 0.860 0.213 4.747
H -0.346 -1.695 5.214
H -0.056 -2.036 2.344
H -1.911 -1.877 2.779
H -2.803 -0.363 5.085
H -3.736 -1.777 4.636
H -4.594 0.254 3.481
H -4.074 -1.031 2.381
H -3.286 0.897 1.564
C 0.798 2.733 -1.892
N -0.399 2.532 -2.653
C -1.633 2.738 -1.935
P -2.146 1.236 -0.921
C -3.827 1.757 -0.414
C -4.034 3.067 0.028
C -5.289 3.475 0.459
C -6.343 2.574 0.480
C -6.135 1.261 0.082
C -4.886 0.849 -0.359
C -2.413 0.002 -2.236
C -3.504 0.042 -3.104
C -3.659 -0.944 -4.065
C -2.729 -1.968 -4.177
C -1.637 -2.010 -3.324
C -1.484 -1.029 -2.359
C -0.370 2.966 -4.011
C -1.214 2.374 -4.950
C -1.194 2.793 -6.270
C -0.324 3.794 -6.674
C 0.520 4.374 -5.743
C 0.499 3.971 -4.418
P 1.373 1.262 -0.877
C 2.073 0.171 -2.171
C 3.212 -0.582 -1.879
C 3.718 -1.486 -2.796
C 3.089 -1.654 -4.022
C 1.971 -0.896 -4.330
C 1.457 0.007 -3.408
C 2.872 2.078 -0.213
C 2.837 2.585 1.086
C 3.918 3.283 1.606
C 5.049 3.481 0.827
C 5.090 2.991 -0.471
C 4.007 2.298 -0.992
H 0.717 3.574 -1.186
H 1.629 2.933 -2.566
H -2.442 2.937 -2.636
H -1.548 3.600 -1.256
H -3.217 3.778 0.031
H -5.434 4.500 0.772
H -7.322 2.895 0.809
H -6.949 0.547 0.109
H -4.736 -0.179 -0.662
H -4.239 0.833 -3.026
H -4.519 -0.920 -4.722
H -2.863 -2.744 -4.920
H -0.915 -2.815 -3.390
H -0.627 -1.082 -1.688
H -1.884 1.595 -4.643
H -1.859 2.327 -6.986
H -0.309 4.121 -7.704
H 1.197 5.162 -6.046
H 1.150 4.465 -3.706
H 3.726 -0.402 -0.937
H 4.607 -2.063 -2.567
H 3.479 -2.364 -4.739
H 1.481 -1.010 -5.289
H 0.575 0.575 -3.663
H 1.938 2.456 1.683
H 3.879 3.679 2.613
H 5.893 4.028 1.227
H 5.967 3.153 -1.084
H 4.047 1.926 -2.008
S -4.155 -2.839 -0.645
C -2.899 -2.259 0.119
N -1.966 -1.827 0.720
C 3.108 -5.963 1.454
N 2.160 -4.909 1.102
C 2.368 -3.720 0.552
S 1.019 -2.834 -0.045
N 3.587 -3.189 0.377
C 4.894 -3.682 0.805
H 2.545 -6.881 1.600
H 3.639 -5.746 2.382
H 3.820 -6.133 0.651
H 1.189 -5.126 1.239
H 3.592 -2.433 -0.290
H 5.231 -4.538 0.222
H 4.880 -3.940 1.862
H 5.616 -2.881 0.663
N 1.921 -0.626 2.045
C 1.772 -1.567 3.118
C 2.788 -2.110 3.845
C 2.600 -3.249 4.636
C 1.403 -3.974 4.448
C 0.404 -3.497 3.680
N 0.406 -2.087 3.273
H 2.541 0.120 2.360
H 2.429 -1.082 1.287
H 3.760 -1.638 3.769
H 3.388 -3.625 5.270
H 1.296 -4.973 4.852
H -0.495 -4.035 3.420
```

Properties
Energy ... -134856.3281 eV
Spin multiplicity ... 2
Energy relative to the best compared isomer or geometry (same formula, charge and spin) ... 118.4 kcal/mol
E_HOMO (alpha / beta) ... -11.9 / -10.6 eV
Net charge ... +2


What is the energy in the first record?
-182171.8914 eV


Which value of energy relative to the best compared isomer or geometry (same formula, charge and spin) does entry 1 give?
46.2 kcal/mol


Look up the energy of the fifth one.
-134856.3281 eV